Computed, not measured: a structure of composition C9H18F4Hf2O5P at a distorted geometry, with the ωB97M-V functional and the def2-TZVPD basis.

F_max = 0.1728 Eh/bohr
total charge = +5
2S+1 = 1
E_tot = -42573.338 eV
ΔE to the lowest compared entry with this formula, charge and spin = 0.000 eV
orbital gap = 0.2322 Eh
LUMO = -20.4 eV

Cartesian coordinates (Å):
Hf -2.113 0.635 1.464
Hf 2.225 0.135 -0.271
F -0.761 0.772 3.072
F -0.025 -0.082 0.503
O 1.469 2.116 0.320
P 0.305 3.081 0.530
O -0.986 2.474 1.039
F 0.035 3.832 -0.751
F 0.689 4.081 1.598
C 2.847 -0.993 4.109
C 2.569 0.235 3.308
O 2.329 0.185 2.063
C 2.495 1.547 4.019
H 2.156 -0.955 4.954
H 3.884 -1.045 4.459
H 2.659 -1.874 3.495
H 1.991 1.357 4.970
H 1.895 2.260 3.456
H 3.481 1.955 4.266
C -0.168 -2.924 -3.169
C 0.229 -2.715 -1.744
O 1.085 -1.837 -1.467
C -0.549 -3.454 -0.725
H 0.292 -3.871 -3.488
H 0.154 -2.131 -3.841
H -1.249 -3.036 -3.261
H -1.546 -3.652 -1.109
H -0.587 -2.851 0.186
H -0.060 -4.397 -0.451
C -2.282 2.376 -2.919
C -2.401 1.120 -2.113
O -2.246 1.062 -0.868
C -2.704 -0.107 -2.920
H -3.246 2.709 -3.318
H -1.547 2.169 -3.699
H -1.942 3.208 -2.303
H -1.986 -0.289 -3.721
H -3.711 -0.071 -3.349
H -2.679 -1.024 -2.326

Partial atomic charges computed with the Löwdin method, in multiples of e: 2.459, 2.508, -0.369, -0.504, -0.360, 0.351, -0.339, 0.061, 0.076, 0.069, -0.322, -0.135, 0.067, 0.136, 0.156, 0.107, 0.135, 0.086, 0.156, 0.046, -0.375, -0.103, 0.043, 0.156, 0.110, 0.113, 0.118, 0.078, 0.151, 0.060, -0.347, -0.141, 0.035, 0.153, 0.130, 0.091, 0.116, 0.148, 0.082